[1]
188
Properties=species:S:1:pos:R:3:lowdin_charge:R:1 method="wB97M-V/def2-TZVPD" orbital_gap_ha=0.3205 total_charge=0 multiplicity=1 lumo_ev=0.62
O -1.6355 -4.6623 -2.8918 -0.192
O -1.9520 7.1380 0.5806 -0.190
O -1.7844 3.6274 -3.0163 -0.182
O 2.1773 0.0283 -3.5062 -0.152
O -5.8909 -7.2695 -1.9155 -0.214
O 7.3036 4.3410 -3.1367 -0.170
O -1.2250 1.3844 -1.2701 -0.151
O -5.5053 3.8997 1.7658 -0.196
O -4.8545 -1.6585 1.0885 -0.136
O -1.4368 2.4310 6.1826 -0.207
O 4.1934 2.0170 0.0621 -0.200
O 2.3404 2.7300 -4.8719 0.011
O 0.1527 -4.0096 1.0184 -0.243
O 0.3615 -2.9999 5.9843 -0.217
O 1.7883 0.2937 2.8361 -0.222
O 5.2983 0.8920 -4.3824 -0.200
O -2.1732 -1.6768 4.3206 -0.125
O 2.0887 -5.2848 -2.8583 -0.182
O -3.7550 0.1136 3.2060 -0.182
N -0.2735 -0.1683 6.1851 -0.057
N 1.1117 1.5309 0.2510 -0.035
N -2.9784 4.3723 -0.0055 -0.004
N 2.7183 -3.6909 -0.4586 -0.065
N 3.1166 4.7623 -4.2418 0.154
N 0.8701 4.3352 -4.1691 0.154
N -4.0986 -5.4413 -1.1713 -0.054
N 5.4505 3.5466 -5.3649 -0.104
C 2.5874 -3.9770 -2.9950 -0.246
C -3.0686 -4.5073 -0.8958 -0.236
C 6.7501 4.1647 -5.5725 -0.177
C 1.0424 2.2643 1.5108 -0.170
C 8.3426 3.3686 -3.1066 -0.084
C -6.7195 3.2266 2.1388 -0.103
C 5.8042 1.1651 -5.6798 -0.226
C -1.1446 0.4003 7.1823 -0.223
C 1.0790 -2.9379 1.2282 -0.188
C -5.6742 -2.7317 1.3030 -0.212
C -3.2156 3.5624 1.2255 -0.187
C -1.5735 -2.6843 3.5284 -0.110
C 3.3121 1.5144 -0.9797 -0.158
C 5.1174 2.4136 -6.1740 -0.196
C 5.6315 -0.3760 -3.8866 -0.109
C 3.3553 -3.6842 -1.7355 -0.215
C -2.3100 0.7335 -0.6494 -0.123
C 5.5030 1.4740 -0.0865 -0.083
C 1.4528 -5.7555 -4.0599 -0.080
C 0.1611 -5.1136 1.9376 -0.086
C 1.9249 2.2153 -0.7420 -0.139
C -1.5246 7.7802 -0.6590 -0.065
C 7.1791 5.0175 -4.3464 -0.206
C 1.7166 -2.6908 -0.1476 -0.198
C 0.4723 -4.3811 6.1081 -0.132
C 2.9907 0.8630 3.3714 -0.088
C -1.5256 -3.2862 -3.2069 -0.121
C 0.9544 -0.8245 6.6295 -0.176
C -1.6974 -4.8210 -1.4694 -0.211
C -3.1396 3.6070 -3.4954 -0.149
C -4.6070 2.9080 1.2700 -0.230
C 0.7289 1.2333 2.5994 -0.191
C -2.1711 1.3068 6.5663 -0.238
C -1.5709 4.8345 -0.0337 -0.207
C -7.0785 -7.9623 -2.2149 -0.145
C -2.2035 3.4394 5.5256 -0.078
C -4.7917 0.0655 4.1858 -0.153
C 0.7646 -0.0363 -3.4725 -0.161
C 0.7435 -2.2311 7.1580 -0.184
C -4.3096 -6.5770 -0.2521 -0.204
C -1.1985 5.9745 0.8999 -0.228
C -5.7895 -6.9417 -0.4732 -0.198
C 2.1245 3.8513 -4.4570 -0.660
H -6.7372 -2.3825 1.4531 0.088
H -3.5228 5.1914 0.0494 0.087
H 1.0949 -6.7313 -3.8092 0.080
H -4.2196 -6.3322 0.8327 0.121
H -2.0484 -2.5838 -2.5801 0.065
H -0.0120 3.7767 -4.1904 0.096
H 0.8046 5.2386 -3.6974 0.096
H -4.5370 2.0784 1.9877 0.094
H 5.4253 2.6147 -7.2186 0.134
H 3.3014 0.4359 -1.0252 0.101
H -2.5302 0.7326 5.6406 0.118
H 3.2679 -3.8961 -3.8310 0.117
H -0.1643 6.0576 0.7936 0.089
H -7.4418 -7.6393 -3.1813 0.076
H -0.0596 -6.0668 1.3872 0.095
H -1.4274 5.9100 2.0146 0.142
H -5.7248 -0.2162 3.7153 0.070
H -0.7094 -5.0227 2.6929 0.079
H 8.0574 5.5465 -4.4622 0.095
H -2.9778 3.8093 6.1548 0.074
H -4.9985 1.1273 4.5677 0.086
H 3.9804 2.2799 -6.0238 0.126
H -3.0568 1.5318 7.2748 0.157
H 6.2939 -0.8473 -4.5941 0.073
H 6.3751 5.7153 -4.2953 0.114
H 2.2064 -5.8540 -4.8045 0.072
H -6.9391 -9.0720 -2.3587 0.095
H 3.6445 1.8222 -1.9440 0.098
H -0.9010 4.0040 0.1493 0.083
H -6.5386 -6.0422 -0.3540 0.148
H -0.5797 -2.3700 3.2721 0.065
H -4.6344 -1.1205 1.8689 0.039
H 2.8192 1.6543 4.1342 0.101
H 6.0436 1.9874 -0.8884 0.092
H -0.0769 0.5631 2.2992 0.119
H 3.9084 -2.7029 -1.7597 0.126
H 5.4621 3.2286 -4.4032 0.103
H 1.4291 2.2133 -1.7195 0.095
H 1.8519 -3.2999 1.9215 0.122
H 0.9223 -2.6212 -0.9385 0.113
H 0.4284 -4.8780 5.1394 0.070
H -5.5127 -3.4145 0.4511 0.063
H -7.4865 3.9921 2.2478 0.079
H 1.7784 -3.3121 -3.2273 0.094
H -0.5439 1.0008 7.8734 0.123
H 7.4214 3.2834 -5.8346 0.113
H 1.6257 -0.8936 5.7454 0.136
H 3.5991 0.0291 3.7057 0.086
H -1.4472 -5.8449 -1.1827 0.124
H 2.1058 3.2491 -0.4467 0.126
H 3.5120 1.3686 2.5353 0.072
H -1.3373 5.1710 -1.0626 0.105
H 6.7519 4.7855 -6.4410 0.106
H -5.3877 -3.3632 2.2081 0.090
H 0.2829 0.9004 -3.1085 0.055
H -2.5448 3.0417 4.4883 0.113
H -2.1743 -2.7017 2.6534 0.078
H -2.0116 -0.2200 -0.0985 0.103
H -1.7670 2.9682 -2.2836 0.044
H -3.1906 4.3759 -4.3143 0.084
H -3.1394 4.1490 2.1323 0.104
H -0.4356 1.3048 -0.7400 0.011
H -0.0453 -2.3649 7.9458 0.138
H -2.4952 2.7212 1.2177 0.096
H -1.8857 -3.1001 -4.2878 0.122
H -0.4591 -2.9863 -3.0957 0.058
H 0.2787 -0.1935 -4.5130 0.109
H 6.1108 -0.4399 -2.8768 0.094
H 2.2334 -4.5558 -0.2450 0.108
H -3.7064 -7.4948 -0.3964 0.115
H -1.9574 7.2867 -1.4996 0.068
H 1.3170 -0.3576 7.5328 0.108
H 9.3342 3.8211 -3.2531 0.098
H -1.4795 -1.2120 4.7356 0.016
H -7.8843 -7.8608 -1.5138 0.069
H -2.7495 1.3202 0.1417 0.029
H 4.1498 -4.4695 -1.7601 0.130
H 8.3511 2.8591 -2.1934 0.061
H -1.5282 4.2526 5.2837 0.079
H -7.1103 2.4805 1.4087 0.095
H 5.5263 0.3298 -6.3152 0.122
H -2.7867 -4.4289 0.2171 0.141
H 0.2926 3.0803 1.6142 0.118
H 5.3821 0.4520 -0.2760 0.060
H 1.4382 -4.6295 6.6230 0.096
H 2.5072 0.8158 -4.0060 0.058
H 8.2023 2.5791 -3.8499 0.077
H 5.9345 1.5421 0.8671 0.070
H -0.9377 -4.1448 -0.9711 0.109
H -2.9513 -0.3438 3.5414 0.037
H -0.4864 7.6501 -0.8007 0.070
H -4.0564 -5.8230 -2.1093 0.116
H -3.5056 2.6642 -3.9366 0.076
H -0.0504 0.6232 5.5912 0.097
H 1.5196 0.6935 0.4503 0.061
H -3.8239 3.9580 -2.6901 0.070
H -1.8496 8.8032 -0.6119 0.085
H -1.5355 -3.6693 4.0783 0.087
H 1.1302 -5.0984 2.4739 0.086
H -3.3963 -3.5255 -1.2083 0.101
H -4.5210 -0.5511 5.0461 0.078
H 2.2815 -1.7239 -0.1932 0.116
H 2.9054 5.7202 -4.2837 0.074
H 0.5912 -5.1873 -4.4366 0.086
H 0.4679 1.6622 3.5587 0.105
H -6.1140 -7.7761 0.1995 0.117
H -1.6629 -0.3392 7.7844 0.120
H 1.9813 2.7024 1.7330 0.094
H -3.0801 0.4865 -1.3664 0.084
H -0.3034 -4.8261 6.7436 0.088
H 1.6844 -2.5906 7.5605 0.112
H -6.4515 2.7294 3.1202 0.091
H -4.9147 2.4654 0.3089 0.129
H 0.6439 -2.0175 1.6144 0.091
H 6.9033 1.2374 -5.6980 0.114
H 4.7282 -1.0082 -3.8457 0.079
H 3.9662 4.4434 -4.7326 0.059
H 0.4554 -0.8162 -2.7948 0.046

=====

[2]
93
Properties=species:S:1:pos:R:3:lowdin_charge:R:1 method="wB97M-V/def2-TZVPD" orbital_gap_ha=0.1931 total_charge=-2 de_lowest_ev=0.022 multiplicity=1 lumo_ev=2.93
Tl 0.9751 -0.3845 1.3507 0.359
I 4.5968 -8.7068 0.4200 0.791
I 2.4694 1.8458 1.1207 0.353
I 4.5097 4.8844 1.5197 -0.630
Te -2.2220 1.0243 -4.2295 0.277
Se -2.5908 0.5401 -1.7513 -0.031
Se 0.1886 0.5763 -3.5979 -0.098
Se 0.4985 -0.4898 4.2284 0.435
Se -0.4545 1.5136 -1.4480 0.038
Se -1.1518 5.6872 5.0429 0.323
P -0.3018 1.4831 4.5150 0.639
P -2.2826 4.7736 3.5134 0.549
O -0.9787 -1.2866 0.8625 -0.145
O -2.0634 -2.9408 -0.1671 0.031
O 3.3789 -1.8131 1.1723 -0.031
O 1.4014 -2.6048 1.8529 -0.134
N -1.8931 3.2746 1.3268 0.041
N -0.8609 1.4497 1.8798 -0.102
N -1.4434 2.1126 0.9063 -0.192
N 1.0944 -1.5801 -0.9235 0.105
C -3.2686 2.4486 7.1722 -0.083
C -3.9184 4.2085 4.0840 -0.356
C 2.9374 4.1137 6.3359 -0.077
C 0.9081 -3.4494 -2.9724 -0.003
C 2.6744 -6.5410 1.2975 -0.154
C -1.7677 1.4354 5.5907 -0.332
C 1.2008 2.4733 6.5925 -0.111
C -1.7137 7.3754 0.4626 -0.072
C 2.2073 3.2452 7.1438 -0.090
C -0.9222 2.1903 2.9918 -0.428
C -5.8529 4.5420 5.4771 -0.093
C 1.6319 3.4641 4.4320 -0.128
C -6.4354 3.3995 4.9427 -0.101
C -5.7600 2.6621 3.9819 -0.081
C -4.0954 7.1766 0.7269 -0.093
C 2.2469 -5.2407 1.5267 -0.007
C 0.0442 -2.3463 -1.0374 -0.186
C 4.2412 -0.9078 -2.6285 -0.061
C 3.9427 -6.7476 0.7775 -0.740
C 2.1114 -1.6907 -1.8261 -0.246
C -2.6198 5.9331 2.1589 -0.353
C 2.6108 -2.7461 1.4519 -0.622
C 3.0807 -4.1664 1.2453 -0.116
C 4.1909 -1.8438 -3.6851 -0.088
C 0.9051 2.5954 5.2340 -0.383
C -4.5061 3.0685 3.5443 -0.063
C -2.0672 2.4652 6.4747 -0.110
C -2.6725 0.3902 5.4066 -0.097
C 2.0548 -2.6244 -2.8811 -0.174
C -0.0942 -3.3097 -2.0646 0.018
C -3.0026 7.7229 0.0737 -0.096
C -4.1731 1.4171 6.9789 -0.098
C -1.1006 -2.1964 -0.0271 -0.633
C 3.2305 -0.8335 -1.7130 -0.023
C -1.6045 3.3623 2.6418 -0.417
C 4.7868 -5.6881 0.4821 -0.155
C -3.9058 6.2764 1.7682 -0.076
C 3.1229 -2.6864 -3.8062 -0.047
C -4.5932 4.9393 5.0575 -0.117
C -1.5206 6.4881 1.5058 -0.089
C 4.3463 -4.3948 0.7211 -0.008
C -3.8732 0.3863 6.0959 -0.088
C 2.6600 4.2166 4.9832 -0.080
H -3.5004 3.2606 7.8493 0.105
H -7.4141 3.0807 5.2813 0.096
H -5.1005 7.4393 0.4206 0.095
H -2.4318 -0.4056 4.7116 0.086
H 1.2580 -5.0394 1.9172 0.122
H 3.7372 4.7040 6.7667 0.099
H 3.2698 -0.1316 -0.8922 0.033
H 5.0028 -1.8888 -4.4006 0.095
H -4.7620 5.8363 2.2639 0.098
H 1.4237 3.5521 3.3739 0.047
H 2.4361 3.1594 8.1991 0.094
H -1.3801 3.2925 6.6030 0.045
H 2.0260 -7.3790 1.5141 0.087
H -1.0010 -3.8950 -2.0816 0.115
H 3.2406 4.8566 4.3291 0.024
H -0.5163 6.2167 1.8095 0.111
H 0.8412 -4.1746 -3.7763 0.113
H -3.1516 8.4152 -0.7461 0.095
H 4.9697 -3.5386 0.4977 0.122
H 5.7704 -5.8672 0.0695 0.086
H 0.6491 1.7739 7.2100 0.106
H -5.1163 1.4163 7.5124 0.099
H -6.2026 1.7644 3.5691 0.106
H -6.3741 5.1150 6.2344 0.097
H 3.0693 -3.4068 -4.6148 0.105
H -0.8564 7.7884 -0.0528 0.106
H 5.0902 -0.2423 -2.5380 0.108
H -3.9832 2.4921 2.7906 0.109
H -4.5781 -0.4204 5.9387 0.102
H -4.1101 5.8076 5.4899 0.076

=====

[3]
85
Properties=species:S:1:pos:R:3:mulliken_spin:R:1 method="wB97M-V/def2-TZVPD" s2=2.003 orbital_gap_ha="0.2607 / 0.2608" total_charge=+1 de_lowest_ev=0.925 multiplicity=3 lumo_ev="-3.17 / -3.17"
Tm 0.2196 -0.1874 0.1993 2.008
Br -0.8716 3.7566 6.0693 0.000
P -0.8828 -0.5428 -2.3579 -0.003
O -0.7311 -1.8847 -0.0789 -0.002
O 2.0428 0.3280 0.8260 -0.002
O 3.9433 1.3152 0.2108 -0.001
O 0.3871 -1.0298 2.5834 0.000
O -1.2429 0.8544 1.6751 -0.002
N 1.4858 -2.2999 5.0317 0.000
N 0.6084 2.0792 -0.6644 -0.005
N 1.4480 -0.9239 6.7896 0.000
C 2.7358 1.2305 0.2338 -0.002
C 1.1710 -4.0953 -2.1010 -0.001
C 0.5004 4.1697 -1.9187 0.000
C 2.0365 -2.9942 6.0835 0.000
C 0.4717 1.8672 -5.4757 0.000
C 3.0135 -3.7633 8.5328 0.000
C -0.5433 2.1972 5.0457 0.000
C -0.1025 3.0033 -1.3730 0.000
C 0.4758 0.0202 4.8081 -0.001
C 3.0690 -4.6286 7.4340 0.000
C 0.4146 -2.3438 -0.3972 -0.005
C -3.3931 0.1603 -3.4559 0.000
C -2.5748 -0.8524 -2.9599 -0.001
C -4.3955 -2.4155 -3.1862 0.000
C 0.1742 1.1513 5.5788 0.000
C -1.4795 2.7927 -1.5886 0.001
C 0.0629 -0.0045 3.4682 0.002
C 1.1437 -1.0551 5.5213 0.000
C -4.6877 -0.1290 -3.8505 0.000
C 0.0626 0.4458 -3.5861 0.001
C 2.5828 3.4053 -1.0395 0.000
C -2.2209 3.7069 -2.2852 0.000
C 1.7991 1.9934 -5.1061 0.000
C 1.9107 2.2883 -0.5189 0.003
C 2.5851 -4.2636 6.1944 0.000
C -1.0495 2.1319 3.7516 0.000
C 2.4849 -2.4980 8.4314 0.000
C 1.8848 4.3478 -1.7397 0.000
C 1.9991 -2.1026 7.1849 0.000
C -0.0150 -2.5483 -4.0934 0.001
C -0.3992 1.0973 -4.7201 0.000
C -2.5750 1.3376 1.4690 -0.001
C -0.7529 1.0248 2.9734 -0.002
C 1.2413 -4.4834 -3.4241 0.001
C 2.2778 1.3277 -3.9858 0.000
C -3.0973 -2.1364 -2.8024 0.000
C -5.1894 -1.4123 -3.7170 0.000
C -1.6283 4.8695 -2.8028 0.000
C 1.4127 0.5591 -3.2336 0.000
C -0.1106 -2.1555 -2.7610 -0.001
C 0.4629 -2.9468 -1.7483 0.016
C 0.6356 -3.7223 -4.4194 -0.003
C -0.2935 5.0968 -2.6222 0.000
H -1.6429 2.9482 3.3745 0.000
H -1.9365 1.8901 -1.1923 -0.001
H 1.3295 -1.2409 2.7080 0.000
H 1.2382 -2.7075 4.1433 0.000
H 2.4461 -1.8282 9.2741 0.000
H 0.6796 -4.0432 -5.4480 0.000
H -6.2012 -1.6293 -4.0191 0.000
H 1.7910 0.0113 -2.3610 -0.001
H -2.5667 2.3937 1.1890 0.000
H 1.6295 -4.6943 -1.3273 0.000
H -3.2769 3.5435 -2.4357 0.000
H -2.4854 -2.9164 -2.3740 0.000
H -2.2346 5.5716 -3.3518 0.000
H -3.0223 1.1712 -3.5388 0.000
H 0.5211 1.1496 6.5997 0.000
H 3.5044 -5.6073 7.5638 0.000
H -4.7892 -3.4150 -3.0804 0.000
H 1.7742 -5.3850 -3.6840 0.000
H -5.3087 0.6480 -4.2705 0.000
H -1.4257 0.9845 -5.0325 0.000
H -0.4650 -1.9269 -4.8573 0.000
H 3.6452 3.4666 -0.8734 0.000
H 2.3654 5.2145 -2.1651 0.000
H 2.6374 -4.9333 5.3492 0.000
H -3.0038 0.7413 0.6585 0.000
H 3.3980 -4.1011 9.4821 0.000
H 2.4645 2.6006 -5.6965 0.000
H 0.1809 5.9820 -3.0154 0.000
H 0.1083 2.3651 -6.3624 0.000
H 3.3194 1.4022 -3.7091 0.000
H -3.1785 1.2025 2.3684 0.000

=====

| no. | largest force on an atom (eV Å⁻¹) | DFT total energy (eV) |
| --- | --- | --- |
| 1 | 3.72 | -97316.2929 |
| 2 | 0.52 | -440834.5810 |
| 3 | 4.87 | -168659.9481 |